A single C15H17N5O5S molecule in a non-equilibrium geometry. Source: the Open Molecules 2025 dataset; level of theory: ωB97M-V/def2-TZVPD.

The geometry in XYZ format:
```
43
Properties=species:S:1:pos:R:3:lowdin_charge:R:1
C 4.2750 1.3499 -0.3271 -0.065
C 4.4754 -0.0697 -0.8501 -0.246
O 3.7685 -1.0363 -0.0989 -0.055
C 2.4331 -1.2097 -0.2998 -0.282
C 1.6635 -0.5674 -1.2647 -0.013
C 0.3141 -0.8451 -1.3712 -0.003
C -0.3019 -1.7548 -0.5198 -0.281
O -1.6552 -1.9372 -0.7070 -0.054
C -2.4447 -2.3456 0.3843 -0.158
C -2.3865 -1.3450 1.5632 -0.081
N -2.1640 -0.0194 1.0540 0.039
C -2.9202 0.6854 0.1663 -0.337
S -4.5794 0.2359 -0.2528 0.650
O -5.3319 1.4063 -0.5632 -0.250
O -5.0721 -0.6768 0.7251 -0.249
O -4.3642 -0.5847 -1.6113 -0.129
N -2.3357 1.7403 -0.3216 0.182
C -1.0920 1.7481 0.2555 -0.150
C 0.0459 2.5685 0.1324 -0.325
N 0.0939 3.6333 -0.6840 0.173
N 1.1318 2.2442 0.8370 0.122
C 1.1005 1.1857 1.6333 -0.208
N 0.1068 0.3463 1.8402 0.166
C -0.9719 0.6439 1.1185 -0.237
C 0.4668 -2.4087 0.4354 -0.020
C 1.8154 -2.1383 0.5367 0.000
H 4.8331 2.0483 -0.9450 0.076
H 4.6358 1.4193 0.6956 0.079
H 3.2237 1.6274 -0.3313 0.037
H 5.5249 -0.3598 -0.7420 0.122
H 4.2110 -0.1369 -1.9126 0.114
H 2.0930 0.1602 -1.9347 0.110
H -0.2886 -0.3448 -2.1140 0.126
H -3.4604 -2.3729 -0.0164 0.107
H -2.1698 -3.3473 0.7362 0.127
H -3.3286 -1.3870 2.1123 0.123
H -1.5423 -1.5519 2.2256 0.124
H -4.4095 0.0113 -2.3606 0.097
H -0.7506 3.9367 -1.1349 0.106
H 0.9028 4.2286 -0.6548 0.108
H 2.0096 0.9877 2.1837 0.117
H 0.0263 -3.1307 1.1047 0.114
H 2.4184 -2.6377 1.2779 0.122
```

Its LUMO energy is 0.322 eV. The value obtained for the electronic energy is -1629.9835 Ha. The SMILES is CCOc1ccc(OCCn2c(S(=O)(=O)O)nc3c(N)ncnc32)cc1.

A molecular structure, C19H33N5O4PPd. Source: the Open Molecules 2025 dataset; level of theory: ωB97M-V/def2-TZVPD.

The geometry in XYZ format:
```
63
Properties=species:S:1:pos:R:3:lowdin_charge:R:1
Pd 0.3601 -1.0803 0.7691 0.284
N 2.1031 -0.1566 2.2018 -0.007
C 3.2636 0.4629 1.5465 -0.255
C 3.9802 -0.5335 0.6422 -0.181
C 3.0886 -1.0975 -0.4680 -0.270
N 2.9096 -2.5667 -0.3305 -0.024
H 1.5800 0.5428 2.7159 0.074
H 2.4105 -0.8364 2.8890 0.084
H 3.9793 0.8621 2.2715 0.116
H 2.9026 1.3029 0.9492 0.096
H 4.3682 -1.3541 1.2553 0.111
H 4.8495 -0.0331 0.2134 0.113
H 3.4974 -0.8482 -1.4521 0.109
H 2.0972 -0.6251 -0.3765 0.050
H 3.8250 -3.0001 -0.2532 0.085
H 2.5072 -2.9355 -1.1870 0.083
N -2.0755 -0.2347 2.0659 0.094
C -2.6102 -1.5661 1.6362 -0.185
P -1.4903 -2.8789 2.2965 0.365
O -2.3078 -4.0284 2.7264 -0.322
O -0.5294 -2.1358 3.2070 -0.390
C -0.3947 -3.4291 0.8904 -0.238
N 0.9485 -3.7469 1.5045 0.098
H -1.3706 -0.4525 2.7947 0.104
H -2.8011 0.3684 2.4454 0.157
H -1.5667 0.2512 1.2843 0.067
H -2.7230 -1.5800 0.5538 0.078
H -3.5780 -1.7424 2.1038 0.103
H -0.3008 -2.6543 0.0585 0.051
H -0.8030 -4.3365 0.4499 0.098
H 1.7200 -3.4041 0.9014 0.077
H 1.0561 -4.7414 1.7043 0.161
H 0.9662 -3.2130 2.3914 0.107
C -2.7477 3.5907 -1.9337 -0.040
O -1.8410 2.5217 -2.1764 -0.075
C -2.3201 1.2603 -2.1539 -0.237
C -3.6378 0.9135 -1.8688 -0.002
C -4.0329 -0.4180 -1.8934 -0.072
C -3.1246 -1.4186 -2.2058 -0.093
C -1.8098 -1.0736 -2.4778 -0.030
C -1.4039 0.2476 -2.4361 -0.181
N -0.0574 0.5527 -2.7873 0.145
C 0.8104 1.4338 -2.3132 -0.001
C 0.8532 2.1706 -1.1306 -0.149
C 1.8392 3.2049 -1.0624 -0.039
C 1.9723 3.9914 0.0355 -0.084
C 1.1208 3.7600 1.1507 -0.057
C 0.2025 2.7543 1.1521 -0.019
C 0.0321 1.8913 0.0196 -0.358
O -0.7545 0.8999 0.0308 -0.116
H -2.1679 4.5021 -2.0386 0.100
H -3.1560 3.5352 -0.9225 0.100
H -3.5606 3.5870 -2.6614 0.102
H -4.3619 1.6809 -1.6410 0.110
H -5.0654 -0.6673 -1.6860 0.113
H -3.4365 -2.4534 -2.2484 0.111
H -1.0789 -1.8379 -2.7160 0.116
H 0.2444 0.0869 -3.6309 0.163
H 1.6473 1.5850 -2.9890 0.146
H 2.4746 3.3679 -1.9263 0.119
H 2.7061 4.7835 0.0663 0.107
H 1.2199 4.3899 2.0265 0.114
H -0.4275 2.5785 2.0170 0.112
```

Its LUMO energy is -3.247 eV. The value obtained for the electronic energy is -1787.5703 Ha. Its net charge is +1.

| no. | E_HOMO (eV) | gap between HOMO and LUMO (eV) |
| --- | --- | --- |
| 1 | -7.96 | 8.28 |
| 2 | -9.73 | 6.48 |